--- A ---
Density functional theory data (wB97M-V/def2-TZVPD) for C3H2N2O2 as an isolated structure.

Element x y z (Å)
1 C 0.20 -1.25 -0.19
2 C 0.66 0.02 0.27
3 C 2.87 -1.00 0.24
4 N -0.17 -2.29 -0.06
5 N 2.04 -0.05 0.23
6 O 3.81 -0.15 -0.20
7 O 2.95 0.88 -0.15
8 H 0.36 -0.11 -0.97
9 H 0.20 0.81 0.82

Calculated values
- E_LUMO (Eh) = 0.001
- HOMO energy (eV) = -10.17
- orbital gap (eV) = 10.21

For reference, the natural (NBO) charges in units of e are: atom 1 (C): 0.130, atom 2 (C): -0.276, atom 3 (C): 0.230, atom 4 (N): -0.213, atom 5 (N): -0.173, atom 6 (O): -0.193, atom 7 (O): -0.078, atom 8 (H): 0.295, atom 9 (H): 0.278

***

--- B ---
Density functional theory data (wB97M-V/def2-TZVPD) for one molecule with the formula C3H2N2O2.

Element x y z (Å)
1 O 1.17 -0.64 -2.13
2 C 0.87 -1.07 -1.05
3 C 0.63 -0.14 0.14
4 N -0.72 -0.16 0.58
5 C -1.38 1.09 0.69
6 N -0.88 0.86 1.79
7 O 1.53 0.43 0.69
8 H 0.79 -2.16 -0.84
9 H -2.01 1.78 0.12

Calculated values
- E_LUMO (Eh) = -0.001
- HOMO energy (eV) = -10.04
- SMILES = O=CC(=O)N1C=N1
- orbital gap (eV) = 10.01

For reference, the natural (NBO) charges in units of e are: atom 1 (O): -0.463, atom 2 (C): 0.352, atom 3 (C): 0.559, atom 4 (N): -0.402, atom 5 (C): 0.206, atom 6 (N): -0.137, atom 7 (O): -0.486, atom 8 (H): 0.136, atom 9 (H): 0.235

***

--- C ---
Density functional theory data (wB97M-V/def2-TZVPD) for one molecule with the formula C3H2N2O2.

Element x y z (Å)
1 N 0.65 0.21 1.44
2 C 0.54 -0.41 0.36
3 O -0.11 -0.09 -0.82
4 C -0.86 1.03 -0.92
5 O -0.95 1.90 -0.09
6 C 0.97 -1.79 0.25
7 N 0.96 -2.95 0.24
8 H 0.17 1.10 1.42
9 H -1.38 1.01 -1.88

Calculated values
- E_LUMO (Eh) = -0.008
- HOMO energy (eV) = -11.43
- SMILES = [H]/N=C(/C#N)OC=O
- orbital gap (eV) = 11.22

For reference, the natural (NBO) charges in units of e are: atom 1 (N): -0.556, atom 2 (C): 0.432, atom 3 (O): -0.494, atom 4 (C): 0.657, atom 5 (O): -0.549, atom 6 (C): 0.203, atom 7 (N): -0.229, atom 8 (H): 0.392, atom 9 (H): 0.143

***

--- D ---
Density functional theory data (wB97M-V/def2-TZVPD) for a 2-piece molecular cluster, C3H2N2O2 overall.

Element x y z (Å)
1 C -1.93 0.10 -1.35
2 C -2.03 -0.61 -2.40
3 C 1.23 -1.33 -0.16
4 N -2.35 0.79 -0.43
5 N 1.21 -0.69 0.88
6 O -1.62 -1.43 -3.09
7 O 1.33 -1.91 -1.14
8 H -3.43 0.96 -0.37
9 H 1.04 0.26 0.96

Calculated values
- E_LUMO (Eh) = -0.044
- HOMO energy (eV) = -8.74
- SMILES = N=C=C=O.N=C=O
- orbital gap (eV) = 7.53

For reference, the natural (NBO) charges in units of e are: atom 1 (C): 0.031, atom 2 (C): 0.498, atom 3 (C): 0.872, atom 4 (N): -0.496, atom 5 (N): -0.798, atom 6 (O): -0.387, atom 7 (O): -0.491, atom 8 (H): 0.354, atom 9 (H): 0.415

***

Energy ordering: C at the bottom, the next structure 0.0824 hartree above.

***

--- A ---
Density functional theory data (wB97M-V/def2-TZVPD) for a 3-piece molecular cluster, C5H16NO2 overall.

Element x y z (Å)
1 C 1.82 -0.16 1.60
2 C 1.68 -0.83 0.26
3 C 0.28 -0.51 -0.38
4 C 0.30 -0.70 -1.87
5 C -0.79 -1.34 0.28
6 N 1.27 1.16 1.53
7 H 2.89 -0.04 1.87
8 H 1.26 -0.71 2.36
9 H 2.52 -0.49 -0.35
10 H 1.74 -1.90 0.41
11 H 0.61 -1.72 -2.12
12 H -0.72 -0.67 -2.28
13 H -0.73 -2.36 -0.11
14 H -1.79 -0.95 0.10
15 H -0.74 -1.33 1.37
16 H 0.27 0.59 -0.19
17 H 1.66 1.70 0.69
18 H 1.41 1.76 2.35
19 H -5.32 0.73 -0.17
20 H -6.71 -0.07 -0.28
21 O -5.89 0.18 -0.71
22 H 0.94 -0.03 -2.44
23 H 2.98 2.45 -0.80
24 O 2.21 1.85 -0.69

Calculated values
- charge = +1
- E_LUMO (Eh) = -0.358
- HOMO energy (eV) = -13.50
- orbital gap (eV) = 3.76

For reference, the natural (NBO) charges in units of e are: atom 1 (C): -0.290, atom 2 (C): -0.410, atom 3 (C): -0.164, atom 4 (C): -0.622, atom 5 (C): -0.630, atom 6 (N): -0.352, atom 7 (H): 0.322, atom 8 (H): 0.287, atom 9 (H): 0.271, atom 10 (H): 0.241, atom 11 (H): 0.244, atom 12 (H): 0.243, atom 13 (H): 0.241, atom 14 (H): 0.253, atom 15 (H): 0.206, atom 16 (H): 0.267, atom 17 (H): 0.406, atom 18 (H): 0.414, atom 19 (H): 0.472, atom 20 (H): 0.484, atom 21 (O): -0.955, atom 22 (H): 0.240, atom 23 (H): 0.479, atom 24 (O): -0.647

***

--- B ---
Density functional theory data (wB97M-V/def2-TZVPD) for a 3-piece molecular cluster, C5H16NO2 overall.

Element x y z (Å)
1 C -0.84 0.38 -1.20
2 C -1.18 0.48 0.29
3 C -1.01 1.76 1.06
4 C 1.38 1.83 0.71
5 C 0.22 2.48 0.78
6 N -0.12 -1.03 -1.36
7 H -1.91 0.29 -1.75
8 H -0.46 1.26 -1.67
9 H -0.61 -0.37 0.81
10 H -2.22 0.02 0.47
11 H -1.86 2.44 0.76
12 H -1.22 1.68 2.14
13 H 1.39 0.68 0.90
14 H 2.34 2.30 0.70
15 H 0.03 3.55 0.71
16 H 0.84 -0.76 -1.64
17 H -0.49 -1.77 -1.95
18 H -0.01 -1.41 -0.38
19 H -1.50 -3.60 -0.60
20 H -0.32 -4.12 0.27
21 O -0.58 -3.41 -0.50
22 H 2.99 -0.33 0.08
23 H 2.70 -1.31 1.14
24 O 2.44 -1.04 0.22

Calculated values
- charge = +1
- E_LUMO (Eh) = -0.111
- HOMO energy (eV) = -13.01
- orbital gap (eV) = 9.98

For reference, the natural (NBO) charges in units of e are: atom 1 (C): -0.234, atom 2 (C): -0.413, atom 3 (C): -0.466, atom 4 (C): -0.436, atom 5 (C): -0.172, atom 6 (N): -0.715, atom 7 (H): 0.232, atom 8 (H): 0.257, atom 9 (H): 0.187, atom 10 (H): 0.238, atom 11 (H): 0.218, atom 12 (H): 0.256, atom 13 (H): 0.192, atom 14 (H): 0.215, atom 15 (H): 0.225, atom 16 (H): 0.452, atom 17 (H): 0.454, atom 18 (H): 0.481, atom 19 (H): 0.484, atom 20 (H): 0.514, atom 21 (O): -0.985, atom 22 (H): 0.478, atom 23 (H): 0.493, atom 24 (O): -0.955

***

--- C ---
Density functional theory data (wB97M-V/def2-TZVPD) for a 3-piece molecular cluster, C5H16NO2 overall.

Element x y z (Å)
1 C 2.10 -0.44 -2.73
2 C 2.51 -0.04 -1.26
3 C 1.29 0.34 -0.42
4 C 0.06 0.82 -1.12
5 C -2.13 0.85 -0.17
6 N -0.95 1.33 -0.17
7 H 2.88 -0.46 -3.49
8 H 1.78 -1.50 -2.79
9 H 1.44 0.32 -3.13
10 H 2.89 -0.92 -0.77
11 H 3.33 0.66 -1.10
12 H 1.13 -0.56 0.25
13 H 1.52 1.11 0.39
14 H 0.31 1.74 -1.74
15 H -0.40 0.06 -1.79
16 H -3.00 1.18 0.43
17 H -2.44 0.23 -1.03
18 H -0.69 1.88 0.70
19 H -3.94 1.58 3.07
20 H -4.49 0.23 2.86
21 O -3.65 0.71 2.77
22 H 0.68 -3.48 3.39
23 H -0.55 -2.95 4.08
24 O 0.32 -2.67 3.79

Calculated values
- charge = +1
- E_LUMO (Eh) = -0.173
- HOMO energy (eV) = -13.87
- orbital gap (eV) = 9.17

For reference, the natural (NBO) charges in units of e are: atom 1 (C): -0.637, atom 2 (C): -0.405, atom 3 (C): -0.431, atom 4 (C): -0.238, atom 5 (C): 0.129, atom 6 (N): -0.393, atom 7 (H): 0.243, atom 8 (H): 0.226, atom 9 (H): 0.196, atom 10 (H): 0.222, atom 11 (H): 0.229, atom 12 (H): 0.231, atom 13 (H): 0.213, atom 14 (H): 0.237, atom 15 (H): 0.240, atom 16 (H): 0.261, atom 17 (H): 0.213, atom 18 (H): 0.458, atom 19 (H): 0.477, atom 20 (H): 0.482, atom 21 (O): -0.953, atom 22 (H): 0.470, atom 23 (H): 0.470, atom 24 (O): -0.939

***

--- D ---
Density functional theory data (wB97M-V/def2-TZVPD) for a 2-piece molecular cluster, C5H16NO2 overall.

Element x y z (Å)
1 C 0.81 1.41 -0.46
2 O 1.95 1.52 0.37
3 C -0.08 0.30 0.15
4 C -1.49 0.34 -0.42
5 C -2.39 -0.82 0.09
6 C -1.89 -2.19 -0.33
7 N 0.06 0.52 1.66
8 H 0.26 2.35 -0.41
9 H 1.15 1.18 -1.48
10 H 2.80 1.12 -0.02
11 H 0.43 -0.65 0.00
12 H -1.18 0.17 -1.46
13 H -1.96 1.32 -0.34
14 H -3.41 -0.68 -0.29
15 H -2.44 -0.75 1.18
16 H -1.00 -2.53 0.20
17 H -1.70 -2.10 -1.42
18 H -2.65 -2.96 -0.27
19 H 1.08 0.77 1.69
20 H -0.55 1.27 2.00
21 H -0.17 -0.33 2.16
22 H 4.00 -0.45 -1.22
23 H 4.57 0.72 -0.43
24 O 3.81 0.45 -0.96

Calculated values
- charge = +1
- E_LUMO (Eh) = -0.111
- HOMO energy (eV) = -14.48
- orbital gap (eV) = 11.46

For reference, the natural (NBO) charges in units of e are: atom 1 (C): -0.084, atom 2 (O): -0.779, atom 3 (C): -0.054, atom 4 (C): -0.424, atom 5 (C): -0.399, atom 6 (C): -0.619, atom 7 (N): -0.713, atom 8 (H): 0.188, atom 9 (H): 0.216, atom 10 (H): 0.517, atom 11 (H): 0.213, atom 12 (H): 0.232, atom 13 (H): 0.230, atom 14 (H): 0.236, atom 15 (H): 0.183, atom 16 (H): 0.197, atom 17 (H): 0.212, atom 18 (H): 0.240, atom 19 (H): 0.474, atom 20 (H): 0.432, atom 21 (H): 0.434, atom 22 (H): 0.505, atom 23 (H): 0.499, atom 24 (O): -0.936

***

Energy ordering: D at the bottom, the next structure 0.0606 hartree above.

***

--- A ---
Density functional theory data (wB97M-V/def2-TZVPD) for one molecule with the formula C5H13NS2.

Element x y z (Å)
1 N 0.22 1.77 -1.12
2 C 1.47 1.06 -0.76
3 C 2.70 1.77 -1.31
4 C 1.44 -0.39 -1.21
5 S 0.26 -1.54 -0.37
6 S -1.47 -0.54 0.11
7 C -1.85 -0.94 1.80
8 C -1.90 0.40 2.69
9 H 0.05 1.66 -2.12
10 H 0.38 2.78 -1.04
11 H 1.53 1.10 0.33
12 H 3.56 1.08 -1.31
13 H 3.05 2.65 -0.77
14 H 2.66 2.11 -2.35
15 H 1.32 -0.47 -2.29
16 H 2.40 -0.79 -0.84
17 H -2.90 -1.31 1.78
18 H -1.42 -1.75 2.39
19 H -1.42 1.16 2.08
20 H -1.44 0.14 3.64
21 H -2.94 0.54 2.97

Calculated values
- E_LUMO (Eh) = 0.032
- HOMO energy (eV) = -7.63
- SMILES = CCSSC[C@@H](C)N
- orbital gap (eV) = 8.51

For reference, the natural (NBO) charges in units of e are: atom 1 (N): -0.820, atom 2 (C): -0.074, atom 3 (C): -0.634, atom 4 (C): -0.513, atom 5 (S): 0.051, atom 6 (S): 0.132, atom 7 (C): -0.582, atom 8 (C): -0.623, atom 9 (H): 0.343, atom 10 (H): 0.352, atom 11 (H): 0.196, atom 12 (H): 0.207, atom 13 (H): 0.218, atom 14 (H): 0.209, atom 15 (H): 0.213, atom 16 (H): 0.231, atom 17 (H): 0.217, atom 18 (H): 0.238, atom 19 (H): 0.227, atom 20 (H): 0.207, atom 21 (H): 0.207

***

--- B ---
Density functional theory data (wB97M-V/def2-TZVPD) for one molecule with the formula C5H13NS2.

Element x y z (Å)
1 S 2.27 1.74 -0.68
2 S 1.15 1.50 -2.42
3 C -0.61 1.60 -1.89
4 C -1.14 1.06 -0.56
5 C -1.26 -0.48 -0.49
6 N -0.77 -0.89 0.79
7 C 0.64 -1.19 0.80
8 C 1.08 -1.68 2.15
9 H 2.07 3.07 -0.38
10 H -0.91 2.57 -2.27
11 H -1.10 1.02 -2.68
12 H -0.46 1.44 0.31
13 H -2.22 1.39 -0.53
14 H -0.85 -0.94 -1.36
15 H -2.37 -0.75 -0.54
16 H -1.36 -1.61 1.18
17 H 0.77 -1.99 0.11
18 H 1.22 -0.23 0.73
19 H 0.59 -2.67 2.56
20 H 1.02 -0.93 3.00
21 H 2.26 -2.04 2.16

Calculated values
- E_LUMO (Eh) = 0.019
- HOMO energy (eV) = -8.61
- SMILES = CCNCCCSS
- orbital gap (eV) = 9.12

For reference, the natural (NBO) charges in units of e are: atom 1 (S): -0.154, atom 2 (S): 0.090, atom 3 (C): -0.540, atom 4 (C): -0.432, atom 5 (C): -0.220, atom 6 (N): -0.639, atom 7 (C): -0.267, atom 8 (C): -0.610, atom 9 (H): 0.128, atom 10 (H): 0.223, atom 11 (H): 0.215, atom 12 (H): 0.235, atom 13 (H): 0.224, atom 14 (H): 0.171, atom 15 (H): 0.189, atom 16 (H): 0.364, atom 17 (H): 0.178, atom 18 (H): 0.220, atom 19 (H): 0.202, atom 20 (H): 0.215, atom 21 (H): 0.208

***

Energy ordering: A at the bottom, the next structure 0.0209 hartree above.

***

--- A ---
Density functional theory data (wB97M-V/def2-TZVPD) for one molecule with the formula C5H6OS.

Element x y z (Å)
1 C 0.96 0.02 0.11
2 C 0.55 -1.24 -0.17
3 C 0.87 1.45 0.26
4 C -0.61 -2.10 -0.05
5 C -0.56 1.90 -0.13
6 O 1.74 2.29 0.50
7 S 2.25 -1.40 0.22
8 H -0.28 -3.18 -0.08
9 H -1.22 -1.96 -1.01
10 H -1.17 -1.77 0.86
11 H -1.22 1.30 0.58
12 H -0.75 1.71 -1.23
13 H -0.56 2.99 0.13

Calculated values
- E_LUMO (Eh) = -0.020
- HOMO energy (eV) = -8.02
- SMILES = CC(=O)C1=C(C)S1
- orbital gap (eV) = 7.49

For reference, the natural (NBO) charges in units of e are: atom 1 (C): -0.165, atom 2 (C): 0.002, atom 3 (C): 0.502, atom 4 (C): -0.690, atom 5 (C): -0.701, atom 6 (O): -0.515, atom 7 (S): 0.100, atom 8 (H): 0.248, atom 9 (H): 0.253, atom 10 (H): 0.262, atom 11 (H): 0.221, atom 12 (H): 0.239, atom 13 (H): 0.245

***

--- B ---
Density functional theory data (wB97M-V/def2-TZVPD) for one molecule with the formula C5H6OS.

Element x y z (Å)
1 C 0.39 -1.01 1.14
2 C -1.17 1.24 0.52
3 C -0.53 1.61 -0.59
4 C 0.74 -0.38 -1.29
5 C 0.74 -1.34 -0.28
6 H 0.31 -1.89 1.75
7 H 0.99 -0.29 1.73
8 H -1.87 1.93 0.91
9 H -0.74 2.65 -1.01
10 H 1.09 -0.72 -2.29
11 H 1.15 -2.36 -0.53
12 O 0.23 0.85 -1.42
13 S -1.34 -0.30 1.36

Calculated values
- E_LUMO (Eh) = 0.029
- HOMO energy (eV) = -7.93
- SMILES = C1=COC=CSC1
- orbital gap (eV) = 8.72

For reference, the natural (NBO) charges in units of e are: atom 1 (C): -0.542, atom 2 (C): -0.458, atom 3 (C): 0.107, atom 4 (C): 0.173, atom 5 (C): -0.335, atom 6 (H): 0.229, atom 7 (H): 0.238, atom 8 (H): 0.227, atom 9 (H): 0.206, atom 10 (H): 0.189, atom 11 (H): 0.233, atom 12 (O): -0.483, atom 13 (S): 0.216

***

Energy ordering: B at the bottom, the next structure 0.0342 hartree above.